{"formula": "C46H132N6O28", "method": "ωB97M-V with the def2-TZVPD basis set", "species": ["O", "O", "O", "O", "O", "O", "O", "O", "O", "O", "O", "O", "O", "O", "O", "O", "O", "O", "O", "O", "O", "O", "O", "O", "O", "O", "O", "O", "N", "N", "N", "N", "N", "N", "C", "C", "C", "C", "C", "C", "C", "C", "C", "C", "C", "C", "C", "C", "C", "C", "C", "C", "C", "C", "C", "C", "C", "C", "C", "C", "C", "C", "C", "C", "C", "C", "C", "C", "C", "C", "C", "C", "C", "C", "C", "C", "C", "C", "C", "C", "H", "H", "H", "H", "H", "H", "H", "H", "H", "H", "H", "H", "H", "H", "H", "H", "H", "H", "H", "H", "H", "H", "H", "H", "H", "H", "H", "H", "H", "H", "H", "H", "H", "H", "H", "H", "H", "H", "H", "H", "H", "H", "H", "H", "H", "H", "H", "H", "H", "H", "H", "H", "H", "H", "H", "H", "H", "H", "H", "H", "H", "H", "H", "H", "H", "H", "H", "H", "H", "H", "H", "H", "H", "H", "H", "H", "H", "H", "H", "H", "H", "H", "H", "H", "H", "H", "H", "H", "H", "H", "H", "H", "H", "H", "H", "H", "H", "H", "H", "H", "H", "H", "H", "H", "H", "H", "H", "H", "H", "H", "H", "H", "H", "H", "H", "H", "H", "H", "H", "H", "H", "H", "H", "H", "H", "H", "H", "H", "H", "H", "H", "H"], "positions_angstrom": [[-3.873, -0.212, -5.218], [-2.482, -3.339, -0.649], [5.332, -4.747, 4.167], [2.900, -5.220, -3.862], [7.708, -1.219, -2.050], [2.092, -1.673, -2.856], [7.800, 0.631, 3.624], [-0.332, -1.451, 3.427], [-1.993, 2.091, -5.051], [-3.511, -1.700, -3.060], [-4.372, -4.026, 3.170], [2.511, -3.068, 5.014], [1.366, -4.582, 0.378], [4.372, -4.086, 1.730], [5.008, 3.250, 0.699], [-0.085, 0.226, -3.949], [-0.023, -7.127, 0.951], [-5.874, 3.716, 2.170], [1.908, 5.527, -3.129], [3.936, 3.550, -4.495], [-1.037, 6.588, -2.921], [3.688, 4.421, -1.517], [-0.911, -1.068, 0.462], [-5.006, 1.769, -1.796], [-0.915, 4.167, -0.124], [-0.027, 1.580, 0.157], [-3.029, -1.580, -7.994], [2.226, 3.919, 3.823], [4.634, 0.163, 1.662], [-5.631, -0.641, -0.580], [-5.798, -5.024, -0.113], [-1.131, 5.125, 3.326], [-8.547, 3.169, 2.398], [4.152, -1.416, -0.887], [-2.345, -2.470, -2.918], [-7.068, -4.743, 1.760], [0.991, -1.772, 3.673], [7.063, 0.385, 2.381], [4.802, -5.659, 3.333], [4.871, 2.579, -0.615], [3.640, 2.979, -1.320], [0.898, 3.799, 3.358], [5.537, 0.311, 2.759], [-0.534, 0.108, -5.294], [-0.920, 4.437, -1.491], [3.179, -3.854, -3.532], [-0.460, 4.244, 5.461], [3.053, 2.995, 3.177], [-3.060, -4.038, 3.728], [-4.322, -0.154, 1.398], [-4.178, 1.365, -0.709], [-0.666, -5.849, 0.873], [-8.271, 1.710, 4.261], [5.078, -0.313, -3.016], [0.066, 4.782, 4.159], [6.533, -1.175, -1.148], [0.226, 0.604, -0.844], [2.826, 4.238, -5.013], [-7.819, 2.984, 3.625], [-4.451, -0.121, -6.562], [-5.717, -4.371, 1.156], [-1.123, 5.945, -1.610], [5.245, -1.375, -1.799], [0.338, -0.710, -0.140], [-6.302, 3.129, 3.393], [7.750, 1.903, 4.214], [-4.592, -4.935, 2.105], [5.208, -0.849, 3.780], [-0.823, 1.531, -5.737], [-3.495, -0.164, -7.808], [3.682, -5.087, 2.491], [0.245, -4.644, 1.219], [1.622, 4.504, -4.081], [-2.343, -3.668, -2.008], [1.144, -2.779, 4.828], [-4.437, 3.843, 1.994], [-5.623, 2.909, -1.511], [1.926, -3.011, -3.279], [8.492, -0.034, -2.158], [-5.042, 0.491, 0.229], [3.382, -1.239, -1.517], [-0.277, 3.479, 0.082], [2.995, 4.626, -2.149], [-4.875, 3.670, -1.733], [-8.004, -4.565, 1.230], [3.686, -3.878, -2.567], [4.903, -4.904, 5.011], [6.693, 1.912, 4.477], [-3.613, -0.907, 1.053], [-5.555, -3.327, 0.889], [-4.016, 4.499, 2.756], [0.785, -2.426, 5.795], [-6.980, -5.746, 2.176], [-2.352, -1.475, -8.667], [4.977, 4.196, 0.537], [-0.044, 3.262, 5.686], [-3.697, -4.937, 1.483], [-0.577, -1.325, 2.507], [-4.051, 2.830, 2.108], [8.845, 0.378, -1.212], [-5.056, -0.587, 2.078], [-0.473, 1.059, 0.828], [-5.789, 1.139, 0.687], [0.741, 5.595, 4.427], [1.560, -0.844, 3.616], [-0.639, 5.398, 2.487], [-6.320, -4.455, -0.764], [-6.005, 3.924, 4.078], [5.062, -3.672, 2.255], [-3.179, -4.322, -2.256], [-0.640, 6.555, -0.846], [-6.495, -5.752, -0.060], [-7.611, 1.574, 5.117], [-3.092, -3.892, 4.807], [1.121, -0.500, 0.589], [-3.529, -1.165, -3.857], [-0.705, -7.787, 0.805], [6.752, -1.849, -0.320], [0.697, -3.754, 4.631], [2.776, 2.849, -0.668], [-3.739, 0.583, 1.950], [1.069, -3.049, -3.951], [-0.617, 0.910, -3.535], [-2.045, -2.787, -3.917], [2.823, -4.930, 3.143], [-2.510, 2.535, -5.728], [1.225, 6.191, -3.005], [-4.983, -1.413, -0.511], [-5.187, -0.925, -6.554], [1.094, 0.908, -1.428], [-0.681, 0.553, -1.447], [-7.739, 2.995, 1.818], [-2.670, 0.527, -7.638], [-2.577, -3.231, 3.177], [0.459, 2.813, 3.512], [7.293, -0.514, 1.808], [-1.432, -4.249, -2.152], [2.869, 1.956, 3.450], [-1.310, -1.768, -0.059], [3.243, 5.160, -5.417], [1.327, -1.191, -3.180], [3.271, -5.864, 1.846], [5.925, -0.265, -3.700], [0.627, 4.532, -4.525], [-9.292, 1.742, 4.641], [0.085, 2.109, -5.570], [-5.794, -0.481, -1.564], [4.016, -2.257, -0.344], [8.401, 1.958, 5.086], [8.095, 2.747, 3.616], [-0.338, -3.723, 1.251], [4.616, 1.084, 1.249], [-5.125, 0.721, -6.725], [3.294, 2.416, -2.187], [-3.582, 0.683, -5.024], [3.814, -3.395, -4.290], [7.187, 1.248, 1.726], [1.579, 3.647, -3.409], [-0.199, 4.835, 6.339], [0.100, 4.149, -1.747], [0.278, -0.305, -5.893], [4.305, 4.208, -3.902], [4.374, -6.460, 3.935], [3.085, -5.788, -3.111], [-8.024, 0.868, 3.614], [1.321, -2.287, 2.771], [-8.098, 3.796, 4.296], [4.873, 1.497, -0.483], [-1.597, -5.658, 1.408], [-1.544, 4.135, 5.425], [-3.305, 0.814, -1.057], [-4.123, -0.013, -8.686], [4.764, -0.498, 0.910], [-0.786, 1.603, -6.824], [-1.565, -1.860, -2.462], [2.194, -4.355, 0.808], [0.658, -1.424, -0.899], [-3.384, -3.617, -0.471], [6.373, -0.233, -0.625], [-2.167, 6.068, -1.323], [-4.632, -5.994, 2.359], [5.020, -1.835, 3.353], [2.997, -2.348, 5.423], [-5.827, 2.174, 3.617], [4.285, -0.475, -3.746], [-8.744, 4.155, 2.495], [-4.277, 4.297, 1.016], [-5.842, 2.974, -0.445], [5.757, 2.824, -1.201], [6.028, -0.929, 4.493], [2.948, 3.018, 2.093], [-1.482, 7.429, -2.792], [-1.453, -0.477, -5.339], [-2.464, -4.920, 3.497], [1.360, -3.497, -2.484], [2.485, 3.616, -5.841], [5.568, -6.069, 2.675], [4.314, -0.603, 4.353], [-1.679, 3.889, -2.050], [-1.487, 5.991, 3.705], [5.291, 1.186, 3.360], [0.498, -4.912, 2.245], [5.133, 0.751, -2.783], [0.808, 3.990, 2.289], [5.307, -2.321, -2.337], [-1.173, -5.675, -0.076], [-3.661, 2.191, -0.220], [7.757, 0.724, -2.430], [4.030, 3.391, 3.457], [-6.527, 2.950, -2.118], [9.279, -0.190, -2.896], [-7.125, -4.109, 2.645]], "forces_ev_per_a": [[-0.4326, 0.9236, -2.1839], [-0.0792, 0.2871, 0.5632], [1.2089, 1.8783, 1.8246], [-0.3776, 0.6686, -0.5096], [-0.9099, -0.4644, 1.0723], [0.7531, 0.2639, -0.4721], [1.6312, -1.9956, -1.7105], [-2.1607, 0.3036, 1.1633], [1.1605, -0.6831, -0.9556], [-0.6964, -0.9258, 1.7300], [-0.9345, -1.1247, 0.4535], [1.0167, -0.7490, -0.1722], [-0.1011, 0.0742, -0.8930], [-1.9031, 0.3236, -0.8554], [-0.1853, -1.3400, -1.3180], [0.4160, -0.7570, 0.2468], [-0.4586, 1.1696, 0.4395], [-0.4662, -0.3705, -1.1885], [0.2948, 0.6864, -0.5697], [-0.3455, 0.0618, 0.8742], [0.7346, -1.0655, 0.6292], [0.8000, -1.3439, -0.3267], [0.8824, 0.5006, 0.4007], [2.2062, -3.7283, -0.3287], [-1.2358, 0.5884, 1.2497], [0.4187, 0.2808, 0.1259], [-0.0473, 2.1710, 0.5494], [-1.3054, -0.3876, -0.3319], [-0.6985, 1.9310, -0.1755], [-0.1332, 0.4185, 1.3250], [0.9315, -1.2088, -2.3718], [1.7210, 0.3167, 0.1803], [0.0157, 0.1586, 0.0675], [-0.5365, 1.6417, 0.0437], [0.8380, 0.6881, -0.5549], [0.3039, 1.8201, 2.7769], [0.0208, -0.8891, -1.8697], [-1.8299, 1.5800, 1.8010], [-1.7697, -2.8901, -1.0975], [0.9517, 0.3118, 0.7968], [-1.8734, 1.6615, 0.7606], [-0.3919, 0.3658, 0.8710], [0.5128, -2.4795, 1.3821], [-0.4552, 1.3056, 0.4552], [2.0561, 0.5307, -0.1188], [-0.1364, 0.0866, 0.6043], [0.0774, -0.8410, 1.1123], [0.7456, 0.4485, -0.1006], [-0.0097, 0.4964, -1.1030], [0.3234, 0.4138, -0.0623], [0.3175, -0.9543, 0.3613], [-0.5033, 1.4745, -1.2976], [1.6807, -0.5171, 1.0239], [0.6993, -0.0393, 0.3093], [-0.8368, -0.2086, 0.0214], [2.6207, 1.1837, 0.7210], [-1.1635, 0.5291, 0.0793], [-0.7669, 0.3390, -1.1433], [-0.7376, 0.3895, 0.6177], [-0.0894, -0.9740, -0.1393], [-1.3670, -1.3975, 0.6604], [-1.9812, 0.9062, -0.0520], [0.1830, -0.7588, -3.9067], [0.6053, -0.0861, -0.9873], [0.9728, 1.1378, 1.1833], [-1.0601, -0.3982, -0.1360], [0.9778, 1.6077, -1.7357], [0.9062, 0.5892, -0.0018], [0.5586, 0.0373, -0.6466], [-1.0890, -2.7748, 1.5939], [1.7044, -1.0663, 0.1235], [-0.2094, -2.0350, 0.7056], [0.8784, -1.0241, 1.2375], [-1.2230, -0.6571, -1.0059], [0.7135, 1.1225, 0.4667], [-1.5175, -0.3683, 0.8310], [-0.7758, 2.3382, 0.4631], [-2.3573, -1.1653, 1.0066], [-1.9025, 0.3177, 0.3935], [0.3156, -0.7685, -1.2466], [-0.8039, -0.3228, 0.6910], [-0.1304, -0.4816, -0.1116], [-0.3002, 0.7406, 0.1448], [-0.5180, 1.1562, -0.1162], [0.4125, -0.0987, -0.5338], [0.4288, 0.4194, -0.1013], [0.1637, 0.6444, 0.1823], [0.0746, 1.5507, 0.6287], [-0.0138, -0.1795, 0.0371], [0.0104, 0.2583, 0.9451], [0.1022, -0.0469, 0.1257], [-0.6769, 0.2722, -0.1679], [-0.2849, -0.2123, -0.4084], [0.1975, -0.4490, -0.1527], [-0.1091, 0.1704, -0.2017], [-0.0100, -0.1834, -0.0662], [0.4114, 0.2242, -0.3674], [0.3969, -0.1286, -0.3962], [0.6117, 0.1746, -0.2826], [0.5843, -0.6140, 0.3204], [0.1235, -0.1845, -0.0310], [-0.4103, 0.4471, 0.5315], [-0.5497, -0.0842, -0.3824], [-0.0883, 0.5238, -0.5302], [0.6388, -0.0452, 1.2155], [-0.7159, 0.3009, -0.9033], [0.4423, 0.8388, -0.2002], [0.4594, -0.6319, 0.9831], [-0.1605, 0.0051, 0.5152], [-0.0377, -0.2487, -0.2664], [0.9273, -0.4749, -0.1060], [0.4555, -0.8548, 0.2826], [-0.0772, -0.2979, 0.5148], [-0.0870, 0.1858, -0.1863], [0.0151, -0.8108, 0.4745], [0.1720, -0.1531, -0.4235], [0.0050, -0.1133, -0.0208], [-0.2001, -0.5722, -0.1764], [-0.3748, 0.2838, -0.3594], [-0.0212, -0.3689, 0.7046], [0.0043, 0.0751, 0.1204], [0.7457, -0.0502, -1.4992], [-0.1293, -0.0045, 0.2850], [0.4644, -0.2230, -0.0431], [0.0313, 1.6913, 0.0894], [-0.0730, 0.3014, 0.0629], [-0.4612, -0.0382, -0.3491], [0.1145, -0.0385, -0.1804], [0.4418, -0.4701, -0.5082], [0.0661, -0.2489, 0.0459], [0.0221, 0.0316, -0.5989], [-0.8048, 0.7218, -1.8006], [0.0357, -0.0024, -0.4366], [0.6115, 0.3070, 0.6567], [0.2856, -0.5052, 0.0756], [0.8503, -0.1963, 0.6867], [0.2377, 0.2161, -0.1006], [0.1108, -0.1241, 0.4891], [-0.4614, -0.3816, -0.1073], [-0.6139, 0.4000, -0.2389], [-0.1025, 0.4696, -0.1461], [0.5040, 0.0097, -0.6380], [0.6503, -1.0775, 0.2790], [0.2211, 0.6243, -0.4208], [0.0293, -0.0708, -0.4918], [-0.0642, 0.3432, 0.9646], [0.1822, 0.5807, 0.0798], [0.2006, -0.3093, -0.2587], [-0.1831, -0.6274, 0.1491], [-0.3895, -0.0325, -0.6659], [-0.1118, 0.0480, -0.2488], [-0.4870, -0.0663, -0.3236], [0.3784, 0.7240, 0.5749], [1.0594, 0.0035, -0.5460], [0.4028, 0.2179, 0.5173], [0.0780, -0.1715, -0.0624], [0.0962, 0.1242, -0.2229], [-0.1741, -0.8361, -0.3754], [-0.0651, 0.2933, -0.1173], [-0.0740, 0.0421, -1.2735], [-0.1197, -0.1374, 0.0403], [0.6969, -0.2714, 0.5362], [0.0686, -0.6227, -0.1530], [-0.0478, 0.2028, 0.0923], [-0.5804, -0.1254, -0.1846], [0.6649, -0.4738, -0.0344], [-0.0135, 0.0285, 0.2436], [0.0196, 0.1537, 0.2847], [0.1793, -0.7709, 1.4860], [0.0067, -0.0030, -0.0037], [-0.3061, -0.6146, -0.5461], [0.1843, 0.8504, 0.0371], [0.3560, -0.3961, 0.2564], [-1.2434, -0.1206, -0.3152], [0.5167, 0.5226, -0.3103], [-0.1863, 0.1807, 0.3956], [0.1452, -0.4729, 0.4256], [-0.1464, 0.1675, 0.7139], [0.8682, 0.7271, -0.0961], [-0.3714, -0.0727, 0.1795], [-0.9140, -0.0997, 0.5565], [0.1642, 0.1140, -0.3627], [-0.2327, 0.2377, -0.0755], [0.4913, -0.0812, -0.1725], [-0.5728, -0.2321, 0.7177], [-0.0868, 0.2525, -1.5201], [0.0214, -0.3346, 0.0490], [-0.5537, 0.2887, 0.1011], [0.0690, 0.0696, -0.1903], [0.0472, -0.1586, 0.0905], [0.0058, 0.3000, -0.1548], [0.0233, 0.0886, -0.2198], [0.1497, -0.3254, -0.1967], [-0.3368, -0.4569, 0.0784], [0.5069, -0.5986, 0.8103], [-0.2146, 0.1041, -0.1335], [0.0915, -0.0209, -0.0505], [-0.1461, 0.2002, -0.1336], [-0.0291, -0.0902, -0.0965], [-0.4099, 0.2116, 0.0682], [-0.1178, 0.3524, -0.6289], [0.5926, 0.4546, 0.3574], [-0.8056, 0.1092, 0.8966], [0.3156, 0.2524, -0.3027], [0.1122, -0.3470, -0.3255], [0.8530, -0.2605, -1.0623], [-0.5606, 0.6355, 0.2436], [0.3740, 0.5705, -0.8287], [0.3910, -0.8413, -0.2751], [-0.0205, 0.5546, 0.0885], [-0.1700, 0.0532, 0.1711], [-0.5217, -0.0356, 0.4963]], "max_force_ev_per_a": 4.34, "orbital_gap_ev": 7.9979, "lumo_energy_ev": -0.18, "e_above_lowest_kj_mol": 533.0, "charge": 0}